Molecular formula: C26H52N4O2Si4V
Method: DFT, ωB97M-V/def2-TZVPD

Positions of all 89 atoms, in Å:
V  -0.340  0.421  0.066
N  1.896  0.340  0.202
C  2.317  0.695  1.542
C  3.601  1.025  1.860
C  3.964  1.283  3.201
C  3.039  1.177  4.196
C  1.697  0.846  3.891
C  0.689  0.717  4.874
C  -0.585  0.416  4.493
C  -0.871  0.271  3.124
N  0.038  0.374  2.181
C  1.330  0.631  2.551
H  2.200  -0.611  0.002
H  2.374  0.927  -0.476
H  4.354  1.066  1.081
H  4.988  1.543  3.434
H  3.314  1.346  5.230
H  0.939  0.857  5.918
H  -1.381  0.304  5.215
H  -1.885  0.071  2.801
C  -2.302  6.113  -1.001
C  -1.188  5.851  0.002
N  -0.368  4.685  -0.350
C  0.566  4.867  -1.463
C  0.110  4.227  -2.771
C  -0.541  3.486  0.208
C  -1.601  3.331  1.255
N  0.216  2.448  -0.083
H  -2.925  6.937  -0.652
H  -2.921  5.224  -1.128
H  -1.901  6.392  -1.975
H  -1.599  5.708  0.997
H  -0.516  6.708  0.067
H  1.555  4.502  -1.167
H  0.679  5.941  -1.600
H  -0.066  3.156  -2.666
H  0.870  4.382  -3.537
H  -0.824  4.667  -3.112
H  -1.305  3.856  2.167
H  -1.739  2.281  1.491
H  -2.551  3.720  0.899
H  0.934  2.696  -0.754
C  -2.840  0.723  -2.981
C  -2.483  1.376  -1.675
O  -2.575  2.578  -1.530
O  -2.071  0.575  -0.688
H  -3.904  0.879  -3.161
H  -2.618  -0.336  -3.000
H  -2.299  1.234  -3.777
C  1.506  -5.078  0.597
Si  1.463  -3.247  1.006
C  3.253  -2.652  0.858
C  0.949  -3.065  2.806
Si  -0.008  -2.103  -0.450
Si  0.910  -2.287  -2.616
C  2.233  -0.951  -2.810
C  -0.338  -2.004  -3.985
C  1.745  -3.943  -2.895
Si  -2.170  -3.007  -0.093
C  -2.080  -4.857  0.205
C  -3.352  -2.702  -1.509
C  -2.906  -2.228  1.452
H  2.158  -5.593  1.309
H  1.903  -5.255  -0.400
H  0.522  -5.541  0.651
H  3.901  -3.376  1.360
H  3.442  -1.690  1.337
H  3.582  -2.602  -0.183
H  1.588  -3.692  3.433
H  -0.085  -3.380  2.964
H  1.046  -2.038  3.161
H  1.809  0.052  -2.698
H  2.672  -1.006  -3.810
H  3.053  -1.072  -2.097
H  -0.684  -0.970  -4.000
H  -1.210  -2.649  -3.883
H  0.125  -2.214  -4.952
H  2.604  -4.075  -2.238
H  2.103  -4.014  -3.926
H  1.058  -4.774  -2.722
H  -1.585  -5.378  -0.617
H  -3.092  -5.262  0.294
H  -1.548  -5.094  1.129
H  -2.973  -3.085  -2.457
H  -3.570  -1.641  -1.621
H  -4.296  -3.214  -1.298
H  -2.253  -2.374  2.316
H  -3.871  -2.685  1.687
H  -3.075  -1.160  1.298

Force components x, y, z for each atom (eV/Å):
V -0.16 -0.21 0.02
N 0.07 0.04 0.22
C -0.11 -0.05 -0.14
C 0.06 0.03 0.06
C -0.02 -0.01 -0.05
C -0.02 0.00 0.02
C 0.02 -0.02 0.03
C 0.00 0.00 0.02
C -0.06 -0.01 0.01
C -0.06 -0.03 -0.01
N -0.09 0.01 -0.10
C 0.10 0.07 -0.08
H -0.01 -0.01 0.02
H -0.03 0.01 -0.02
H 0.00 0.00 0.01
H 0.00 0.00 -0.01
H 0.00 0.00 0.00
H 0.01 0.00 -0.01
H 0.00 -0.01 -0.01
H -0.01 -0.02 -0.01
C 0.02 0.00 0.01
C -0.01 -0.02 -0.02
N 0.00 0.06 -0.03
C -0.01 0.00 -0.01
C -0.01 -0.02 0.02
C 0.09 -0.05 0.02
C -0.01 -0.02 -0.02
N -0.01 0.19 -0.09
H -0.01 -0.01 -0.01
H -0.01 0.01 -0.01
H 0.00 -0.01 0.00
H 0.01 -0.01 0.01
H 0.00 0.00 -0.01
H 0.01 0.01 0.00
H 0.01 0.00 0.00
H 0.02 0.02 0.01
H -0.01 0.00 -0.01
H 0.00 0.00 0.00
H -0.02 0.00 -0.01
H 0.00 0.01 -0.03
H -0.02 0.01 0.02
H -0.02 -0.05 -0.03
C -0.04 -0.04 -0.02
C -0.03 0.22 0.35
O 0.00 -0.04 0.03
O 0.32 0.02 -0.12
H 0.00 -0.01 -0.02
H 0.02 -0.07 0.02
H -0.03 0.01 -0.01
C -0.01 -0.02 0.07
Si -0.03 -0.06 -0.05
C 0.02 0.00 0.00
C -0.01 -0.04 0.01
Si -0.01 0.09 0.00
Si -0.02 -0.06 0.06
C 0.03 0.02 -0.03
C -0.03 0.00 0.01
C -0.02 -0.01 -0.04
Si 0.08 -0.07 -0.01
C 0.00 -0.04 0.01
C -0.04 0.01 -0.02
C 0.03 0.03 0.03
H 0.00 0.03 0.00
H 0.02 -0.02 -0.06
H 0.03 0.00 0.00
H -0.02 -0.01 -0.01
H 0.01 0.00 0.00
H 0.02 0.01 -0.01
H -0.02 0.00 0.00
H 0.01 -0.01 0.00
H -0.01 0.07 0.02
H 0.00 0.00 0.00
H -0.01 0.00 0.01
H 0.02 0.01 0.01
H -0.02 0.03 -0.01
H -0.01 -0.02 -0.02
H 0.01 0.00 0.00
H 0.03 -0.01 0.03
H -0.01 0.01 0.01
H 0.01 0.00 0.00
H 0.01 -0.02 0.01
H 0.00 0.02 0.00
H -0.02 0.00 -0.02
H -0.01 0.00 -0.02
H 0.00 0.01 0.01
H 0.01 -0.01 0.00
H -0.01 0.04 0.01
H 0.01 -0.01 -0.03
H -0.01 0.03 0.01

highest occupied orbital energy (alpha / beta)	-0.382 / -0.367	Ha
energy above the lowest of the compared OMol25 structures with the same formula, charge and spin	0.000	eV
largest force on an atom	0.42	eV Å⁻¹
spin multiplicity	3
<S²>	2.152
LUMO level (alpha / beta)	-0.11910 / -0.12183	Ha
net charge	+1

Molecular formula: C26H52O31RbS4
Method: DFT, ωB97M-V/def2-TZVPD

Positions of all 114 atoms, in Å:
Rb  0.099  0.009  0.235
S  -2.267  0.780  -2.171
O  -3.473  -0.018  -2.122
O  -2.221  1.712  -3.313
O  -2.103  1.462  -0.871
O  -1.164  -0.149  -2.396
C  1.875  2.619  6.408
C  1.879  2.480  4.860
O  0.710  3.116  4.352
C  0.176  2.668  3.144
O  0.625  1.666  2.526
O  -0.820  3.476  2.730
C  -1.466  3.162  1.524
H  1.933  3.663  6.716
H  2.749  2.098  6.801
H  1.029  2.168  6.926
H  2.079  1.438  4.611
H  2.749  3.048  4.527
H  -0.727  3.277  0.731
H  -2.249  3.916  1.442
H  -1.784  2.122  1.446
C  0.765  -4.500  -1.940
C  0.072  -3.539  -2.883
O  1.113  -3.180  -3.778
C  0.858  -3.077  -5.055
O  -0.206  -3.180  -5.566
O  2.081  -3.042  -5.759
C  2.033  -3.026  -7.222
H  0.975  -5.398  -2.520
H  0.185  -4.867  -1.093
H  1.755  -4.177  -1.618
H  -0.169  -2.620  -2.348
H  -0.782  -4.060  -3.316
H  3.071  -3.153  -7.532
H  1.781  -2.000  -7.488
H  1.259  -3.719  -7.552
C  -4.497  -2.952  -0.451
C  -3.007  -2.704  0.024
O  -2.560  -3.856  0.610
C  -1.235  -3.879  0.815
O  -0.391  -2.992  0.651
O  -0.935  -5.063  1.228
C  0.319  -5.335  1.794
H  -5.100  -2.111  -0.794
H  -5.200  -3.367  0.271
H  -4.462  -3.660  -1.278
H  -2.887  -1.907  0.757
H  -2.360  -2.302  -0.756
H  0.637  -4.651  2.580
H  1.043  -5.299  0.980
H  0.330  -6.367  2.147
C  0.663  -2.141  5.122
C  0.019  -0.755  5.306
O  -1.390  -0.899  5.506
C  -2.338  -0.694  4.544
O  -2.193  -0.666  3.292
O  -3.503  -0.615  5.176
C  -4.707  -0.773  4.448
H  1.632  -1.996  4.645
H  -0.031  -2.875  4.712
H  0.978  -2.704  6.000
H  0.120  -0.074  4.461
H  0.483  -0.318  6.190
H  -5.395  -1.297  5.111
H  -4.680  -1.331  3.512
H  -5.095  0.187  4.109
C  5.969  3.517  -3.830
C  5.000  3.465  -5.009
O  4.268  2.282  -4.746
C  2.921  2.264  -4.939
O  2.237  3.217  -5.404
O  2.397  1.118  -4.431
C  1.023  0.652  -4.713
H  6.592  2.622  -3.828
H  5.366  3.696  -2.940
H  6.714  4.310  -3.783
H  5.564  3.369  -5.936
H  4.475  4.410  -5.148
H  0.574  0.222  -3.817
H  1.167  -0.133  -5.454
H  0.337  1.381  -5.146
C  5.087  0.041  1.846
C  3.856  0.802  2.375
O  2.812  -0.121  2.446
S  3.190  -1.532  1.540
O  2.929  -1.343  0.113
O  2.761  -2.730  2.193
O  4.815  -1.346  1.768
H  6.014  0.306  2.354
H  5.331  0.427  0.856
H  3.536  1.378  1.507
H  3.930  1.351  3.313
C  1.031  4.830  -2.386
C  0.297  3.441  -2.122
O  1.229  2.673  -1.372
S  2.380  3.564  -0.604
O  3.679  2.917  -0.678
O  1.884  4.014  0.672
O  2.285  4.786  -1.721
H  0.411  5.694  -2.144
H  1.354  5.114  -3.388
H  0.099  2.876  -3.032
H  -0.620  3.555  -1.543
C  -5.846  1.180  -0.388
C  -5.228  0.412  0.846
O  -6.331  -0.249  1.539
S  -7.724  -0.126  0.709
O  -8.845  0.152  1.610
O  -7.860  -1.222  -0.256
O  -7.258  1.265  -0.007
H  -5.807  0.607  -1.314
H  -5.503  2.174  -0.673
H  -4.733  1.167  1.457
H  -4.434  -0.227  0.461

Force components x, y, z for each atom (eV/Å):
Rb -0.43 -0.11 -0.49
S -0.10 0.16 -2.13
O -2.22 -0.50 0.32
O -0.46 0.86 0.48
O 0.53 1.05 1.45
O 2.68 -1.59 0.75
C 0.03 -0.10 -0.44
C 0.61 0.41 1.68
O -1.41 -0.77 -1.96
C 1.38 -1.42 -1.13
O -1.54 3.04 1.99
O 2.01 -0.86 2.80
C 0.41 -0.27 -1.37
H -0.02 -0.01 -0.10
H 0.21 0.09 -0.07
H -0.26 -0.02 -0.40
H -0.84 0.00 -0.48
H 0.00 0.08 -0.34
H -0.23 0.18 -0.24
H -0.07 -0.46 -0.18
H -0.45 0.21 0.29
C 0.39 -1.27 -0.23
C 0.32 0.11 1.85
O 1.06 0.32 -0.56
C 1.95 -1.07 -1.35
O -1.09 0.28 -0.95
O -1.01 0.06 0.80
C -0.49 1.13 1.78
H 0.06 -0.26 -0.15
H -0.15 0.47 -0.07
H -0.24 0.47 0.23
H -0.71 -0.01 -0.26
H 0.06 0.61 -0.46
H -0.30 -0.66 -0.07
H -0.33 -0.08 -0.37
H 0.44 -0.07 -0.34
C 0.60 -0.03 -0.07
C -2.66 3.03 -0.88
O 2.17 -1.69 0.45
C 0.84 2.06 -0.43
O -1.83 -0.77 0.23
O -0.75 -2.22 1.20
C 1.35 -0.21 -0.70
H 0.90 0.51 -0.27
H 0.65 -0.36 0.66
H 0.02 -0.01 -0.07
H -0.65 0.23 0.37
H -0.17 -0.60 -0.67
H -0.32 0.14 -0.08
H 0.34 0.21 0.17
H -0.44 0.16 0.12
C 0.31 0.00 0.22
C -0.10 -0.92 -0.56
O -1.34 0.47 0.14
C 1.05 -0.47 -2.93
O 0.03 0.09 4.06
O 0.74 -0.29 0.08
C -1.00 0.10 -0.84
H -0.31 -0.32 -0.88
H 0.23 0.39 -1.06
H -0.32 0.74 0.92
H 0.53 -0.30 -0.21
H -0.56 0.37 0.12
H -0.01 0.35 0.03
H 0.85 -0.34 0.17
H -0.07 0.18 0.51
C 0.19 0.58 0.12
C 1.68 0.75 0.02
O -1.97 -0.47 -0.45
C -2.92 1.76 -0.14
O 2.41 -2.83 1.13
O 0.87 1.20 -0.53
C 0.40 -0.12 -0.68
H -0.50 -0.31 0.45
H 0.16 -0.70 0.27
H -0.21 0.47 -0.73
H -0.07 -0.47 -0.19
H -0.82 -0.44 0.44
H 0.21 0.29 0.20
H -0.09 -0.10 0.02
H 0.42 0.41 0.28
C 1.17 1.35 -0.62
C -0.05 0.21 -2.04
O -0.97 -4.06 -0.44
S 1.19 1.20 -0.71
O 0.03 0.13 2.69
O 0.20 1.32 -0.21
O -1.40 -0.28 0.47
H -0.14 -0.90 0.78
H -0.46 -0.22 -0.37
H 0.39 1.28 0.61
H 0.16 -0.20 -0.21
C -0.52 -0.20 -0.89
C 0.29 1.30 -0.75
O 2.17 -0.13 1.62
S -1.14 0.29 -1.92
O -1.97 0.91 0.03
O 0.49 -0.36 -0.87
O 1.02 -1.07 2.24
H 0.04 -0.13 1.05
H -0.39 -1.05 -0.49
H -0.18 0.12 0.12
H 0.03 -0.04 -0.17
C -0.85 -1.47 -0.02
C 0.39 1.54 -1.66
O -0.10 -0.13 -0.48
S -0.40 0.50 -0.61
O 2.37 -0.48 -1.53
O 0.47 2.03 1.80
O -1.07 -0.85 0.37
H 0.34 -0.28 0.20
H 0.12 -0.05 0.80
H -0.45 -0.29 0.70
H -0.44 -0.54 0.20

highest occupied orbital energy	-0.164	Ha
energy above the lowest of the compared OMol25 structures with the same formula, charge and spin	0.000	eV
largest force on an atom	4.20	eV Å⁻¹
LUMO level	0.04868	Ha
net charge	-1